Record 1
DFT (ωB97M-V/def2-TZVPD) results for a cluster of 13 separate species, C26H78O13S10 in total.

```
! RIJCOSX wB97M-V def2-TZVPD def2/J DEFGRID3
* xyz 0 1
C -1.71 -2.72 -4.23
C -0.52 -2.34 -3.25
O -0.36 -0.97 -3.38
H -1.38 -2.53 -5.36
H -2.65 -2.29 -4.01
H -1.82 -3.74 -4.11
H 0.43 -2.76 -3.52
H -0.64 -2.48 -2.33
H 0.50 -0.82 -3.25
C -0.18 0.01 1.44
C -0.04 -0.53 -0.04
O 1.37 -0.44 -0.33
H 0.40 -0.55 1.91
H -1.19 -0.07 1.64
H 0.13 1.06 1.43
H -0.71 -0.17 -0.86
H -0.21 -1.61 0.01
H 1.37 -0.43 -1.38
C -1.87 -3.36 1.40
C -0.69 -4.34 1.23
O -0.87 -4.83 -0.11
H -2.06 -2.64 0.64
H -1.70 -3.12 2.46
H -2.65 -3.98 1.36
H -0.83 -5.24 1.92
H 0.32 -3.89 1.34
H -0.10 -4.40 -0.57
C 4.31 1.10 -3.11
S 3.39 -0.38 -3.66
O 2.05 -0.35 -2.87
C 3.33 0.13 -5.40
H 3.71 1.94 -3.37
H 5.23 1.24 -3.63
H 4.49 0.85 -2.08
H 2.68 1.05 -5.50
H 2.55 -0.68 -5.86
H 4.26 0.23 -5.73
C 3.87 -4.90 -1.62
S 2.77 -3.58 -1.36
O 1.34 -4.19 -1.31
C 3.16 -3.28 0.31
H 3.53 -5.63 -2.53
H 4.15 -5.49 -0.77
H 4.80 -4.46 -1.54
H 4.02 -3.19 0.25
H 2.59 -3.95 1.05
H 2.49 -2.30 0.47
C -2.99 3.72 2.94
S -3.93 2.64 1.86
O -4.80 3.56 0.99
C -2.41 2.07 0.95
H -2.28 3.16 3.57
H -3.82 4.26 3.54
H -2.56 4.55 2.45
H -1.89 2.93 0.49
H -2.87 1.37 0.20
H -1.81 1.52 1.48
C 1.36 -0.84 5.43
S -0.48 -0.72 5.71
O -0.96 0.38 4.80
C -0.79 -2.26 4.84
H 1.52 -0.24 4.40
H 1.86 -1.87 5.59
H 1.90 -0.17 6.16
H -0.29 -2.96 5.64
H -0.14 -2.35 3.91
H -1.75 -2.44 4.64
C -1.07 1.37 -5.41
S 0.13 2.13 -4.38
O 0.58 3.30 -5.26
C -0.99 2.96 -3.25
H -0.40 0.78 -5.92
H -1.59 2.07 -6.07
H -1.84 0.66 -4.82
H -0.49 3.64 -2.49
H -1.38 1.96 -2.69
H -1.66 3.27 -4.06
C 2.11 3.36 2.76
S 1.28 3.34 4.33
O 0.22 4.44 4.12
C 0.38 1.82 4.10
H 2.56 4.49 2.35
H 1.48 3.12 1.73
H 2.83 2.52 2.77
H -0.13 1.73 5.08
H 0.99 0.91 3.96
H -0.35 1.95 3.32
C 5.76 -0.79 2.74
S 5.23 0.64 1.69
O 5.11 0.17 0.25
C 3.51 0.90 2.25
H 6.68 -0.77 2.32
H 5.20 -1.73 2.31
H 5.81 -0.75 3.64
H 3.38 1.13 3.28
H 2.80 -0.11 2.49
H 2.66 1.53 1.70
C 2.73 5.16 -0.79
S 2.78 3.88 -2.09
O 4.21 3.66 -2.46
C 2.11 2.55 -1.07
H 1.80 5.16 -0.60
H 2.94 5.98 -1.18
H 3.32 5.33 0.17
H 1.14 2.70 -0.56
H 2.74 2.26 -0.42
H 2.05 1.72 -1.68
C -4.18 -2.14 2.66
S -4.68 -0.45 2.16
O -3.63 0.00 1.16
C -6.10 -0.82 1.23
H -3.40 -1.85 3.26
H -4.14 -2.81 1.87
H -5.03 -2.47 3.32
H -6.96 -1.25 1.87
H -5.92 -1.42 0.29
H -6.53 0.03 0.67
C -5.49 1.47 -2.25
S -5.09 0.08 -1.22
O -6.09 -0.98 -1.53
C -3.81 -0.44 -2.34
H -4.83 2.09 -2.03
H -6.34 1.90 -1.67
H -5.75 1.34 -3.17
H -3.29 -1.33 -1.93
H -2.96 0.07 -2.63
H -4.33 -0.80 -3.28
*
```

Summary:
* maximum force: 17.3 eV/Å
* LUMO: -0.241 eV
* highest occupied orbital energy: -8.3 eV
* energy: -5996.285529 Eh

These are the Löwdin partial charges, in e, on atoms 1 to 99: C -0.017; C -0.252; O -0.102; H 0.123; H 0.022; H 0.032; H 0.108; H 0.017; H -0.077; C -0.045; C -0.223; O -0.159; H -0.021; H 0.038; H 0.068; H 0.121; H 0.087; H 0.065; C -0.096; C -0.283; O -0.122; H 0.078; H 0.052; H 0.019; H 0.130; H 0.087; H 0.006; C -0.235; S 0.930; O -0.596; C -0.240; H 0.005; H 0.072; H 0.028; H 0.056; H 0.121; H -0.010; C -0.283; S 0.905; O -0.541; C -0.238; H 0.144; H 0.049; H 0.011; H -0.109; H 0.107; H 0.104; C -0.273; S 0.844; O -0.562; C -0.239; H 0.045; H 0.080; H 0.037; H 0.081; H 0.041; H -0.081; C -0.255; S 0.908; O -0.607; C -0.259; H 0.040; H 0.087; H 0.059; H 0.093; H 0.080; H -0.032; C -0.277; S 0.763; O -0.571; C -0.244; H 0.001; H 0.069; H 0.106; H 0.065; H 0.084; H 0.040; C -0.349; S 0.855; O -0.571; C -0.352; H 0.134; H 0.096; H -0.058; H 0.053; H 0.006; H 0.039; C -0.172; S 0.894; O -0.551; C -0.318; H -0.006; H 0.112; H -0.063; H 0.008; H 0.118; H 0.061; C -0.200; S 0.916



Record 2
DFT (ωB97M-V/def2-TZVPD) results for the molecule C25H32N4O4.

```
! RIJCOSX wB97M-V def2-TZVPD def2/J DEFGRID3
* xyz 0 1
C 3.56 -0.37 -1.04
O 2.27 0.01 -1.46
C 1.55 0.88 -0.69
C 0.32 1.28 -1.21
C -0.51 2.11 -0.48
C -0.14 2.56 0.79
C -1.06 3.40 1.62
C -1.55 2.67 2.88
N -2.30 3.56 3.73
C -1.70 4.39 4.61
C -2.66 5.18 5.46
O -0.49 4.49 4.69
C -2.48 1.50 2.53
O -3.68 1.54 2.75
N -1.85 0.44 2.00
C -2.56 -0.73 1.50
C -1.60 -1.92 1.46
C -0.74 -1.90 0.20
N -1.57 -1.95 -0.98
C -1.08 -2.09 -2.25
O -1.81 -2.18 -3.22
N 0.29 -2.17 -2.34
C 0.89 -2.21 -3.66
C 2.29 -2.76 -3.58
C 2.58 -3.83 -2.73
C 3.86 -4.32 -2.64
C 4.88 -3.77 -3.40
C 4.60 -2.71 -4.25
C 3.32 -2.21 -4.33
C -2.98 -1.67 -0.81
C -3.15 -0.46 0.10
C 1.11 2.18 1.28
C 1.95 1.35 0.56
H 3.53 -0.92 -0.09
H 4.21 0.50 -0.94
H 3.94 -1.03 -1.82
H 0.03 0.92 -2.18
H -1.45 2.42 -0.90
H -1.92 3.72 1.03
H -0.53 4.29 1.97
H -0.68 2.30 3.44
H -3.30 3.43 3.72
H -2.11 5.84 6.13
H -3.32 5.78 4.83
H -3.28 4.51 6.05
H -0.88 0.53 1.74
H -3.37 -0.92 2.21
H -2.18 -2.85 1.48
H -0.96 -1.90 2.34
H -0.12 -0.98 0.20
H -0.06 -2.76 0.21
H 0.85 -1.69 -1.66
H 0.91 -1.22 -4.12
H 0.26 -2.85 -4.28
H 1.78 -4.26 -2.15
H 4.08 -5.15 -1.98
H 5.89 -4.16 -3.33
H 5.39 -2.27 -4.84
H 3.10 -1.38 -5.00
H -3.39 -1.48 -1.80
H -3.50 -2.54 -0.39
H -4.20 -0.19 0.18
H -2.62 0.38 -0.35
H 1.43 2.55 2.24
H 2.90 1.08 0.98
*
```

Summary:
* maximum force: 0.7 eV/Å
* SMILES: COc1ccc(C[C@@H](NC(C)=O)C(=O)NC2CCN(C(=O)NCc3ccccc3)CC2)cc1
* LUMO: 0.515 eV
* highest occupied orbital energy: -8.8 eV
* energy: -1491.925126 Eh

Charges obtained by natural (NBO) population analysis, quoted in units of e: C -0.259; O -0.531; C 0.363; C -0.279; C -0.191; C -0.062; C -0.414; C -0.133; N -0.624; C 0.683; C -0.709; O -0.638; C 0.686; O -0.642; N -0.620; C -0.057; C -0.406; C -0.226; N -0.460; C 0.793; O -0.674; N -0.652; C -0.236; C -0.050; C -0.162; C -0.225; C -0.223; C -0.212; C -0.210; C -0.222; C -0.416; C -0.200; C -0.322; H 0.175; H 0.181; H 0.217; H 0.231; H 0.219; H 0.215; H 0.241; H 0.228; H 0.426; H 0.238; H 0.227; H 0.228; H 0.412; H 0.227; H 0.219; H 0.225; H 0.181; H 0.210; H 0.404; H 0.190; H 0.241; H 0.213; H 0.212; H 0.214; H 0.214; H 0.213; H 0.254; H 0.182; H 0.228; H 0.208; H 0.226; H 0.226



Record 3
DFT (ωB97M-V/def2-TZVPD) results for a cluster of 13 separate species, C3H33N2O13S2 in total.

```
! RIJCOSX wB97M-V def2-TZVPD def2/J DEFGRID3
* xyz 1 1
S 1.23 -2.22 -2.71
S -0.28 -0.91 -2.53
C 0.57 0.70 -1.84
C 0.57 0.85 -0.31
C -0.49 1.96 0.24
N -1.79 1.56 0.11
O -0.17 2.91 0.94
N 2.00 1.20 0.15
H 1.45 -2.90 -1.48
H 1.41 0.95 -2.37
H -0.08 1.48 -2.31
H 0.14 -0.07 0.17
H -2.06 1.10 -0.84
H -2.56 1.88 0.64
H 1.94 1.88 1.06
H 2.35 0.35 0.58
H 2.55 1.68 -0.68
H 0.93 1.45 -4.93
H 1.96 0.63 -4.10
O 1.46 1.42 -4.16
H 3.04 -0.06 3.52
H 3.93 -0.22 2.24
O 3.65 -0.69 3.03
H -2.96 -0.71 0.35
H -3.52 -0.93 -1.08
O -2.81 -0.58 -0.57
H -1.56 -5.50 0.79
H -1.16 -4.08 0.59
O -1.86 -4.58 1.08
H 0.93 -3.89 0.95
H 2.06 -2.94 1.27
O 1.34 -3.10 0.50
H -4.41 -3.41 -0.25
H -3.04 -2.47 -0.55
O -4.03 -2.59 -0.65
H 2.46 4.69 -0.32
H 2.95 5.07 0.98
O 3.28 4.58 0.26
H -3.51 0.48 2.76
H -3.84 1.80 3.26
O -3.13 1.34 2.83
H -1.52 1.44 4.36
H -1.48 2.23 3.17
O -0.86 1.95 3.84
H -3.94 -2.46 3.06
H -3.51 -2.84 1.58
O -3.70 -2.00 2.17
H 0.27 1.03 2.92
H 0.87 -0.48 2.71
O 0.88 0.44 2.42
H 4.29 2.91 -1.84
H 3.75 1.67 -2.54
O 3.62 2.14 -1.72
*
```

Summary:
* maximum force: 4.6 eV/Å
* LUMO: -2.642 eV
* highest occupied orbital energy: -11.7 eV
* energy: -2017.796871 Eh

Charges obtained by natural (NBO) population analysis, quoted in units of e: S -0.190; S 0.088; C -0.522; C -0.176; C 0.690; N -0.861; O -0.623; N -0.754; H 0.179; H 0.237; H 0.245; H 0.280; H 0.439; H 0.423; H 0.488; H 0.436; H 0.479; H 0.497; H 0.476; O -0.959; H 0.490; H 0.460; O -0.947; H 0.493; H 0.504; O -0.970; H 0.486; H 0.466; O -0.950; H 0.476; H 0.498; O -0.959; H 0.496; H 0.495; O -0.993; H 0.470; H 0.475; O -0.942; H 0.496; H 0.484; O -0.968; H 0.484; H 0.496; O -0.946; H 0.489; H 0.497; O -0.990; H 0.526; H 0.487; O -1.041; H 0.528; H 0.496; O -0.954



> maximum force of number 1 (C26H78O13S10)?

17.3 eV/Å



> Number 2 is which compound?

C25H32N4O4